{"formula": "C3H3LiO3Rb", "method": "ωB97M-V/def2-TZVPD", "charge": 0, "molar_mass_g_mol": 179.463, "gap_ev": [4.030, 4.290], "lumo_energy_ev": [-1.42, -1.41], "de_lowest_ev": 5.492, "e_homo_ha": [-0.200, -0.210], "s_squared": 0.76, "multiplicity": 2, "species": ["C", "C", "O", "O", "H", "H", "O", "C", "Li", "Rb", "H"], "coordinates": [[0.3782, 1.1278, 0.9437], [-0.1696, 0.2103, -0.0994], [0.5832, -0.9929, -0.1042], [-0.2459, 1.6732, 1.8503], [-0.1136, 0.7230, -1.0763], [-1.2370, 0.0212, 0.1057], [-0.7590, -1.7430, -1.7046], [0.2169, -1.9933, -0.9755], [0.1319, 3.3413, 2.7170], [-0.2406, -5.2511, -2.9721], [1.4555, 2.8835, 1.3155]], "forces_ev_per_angstrom": [[0.0, 1.4, 1.9], [-0.8, 0.1, -0.5], [0.5, 0.4, 0.7], [-0.9, -1.7, -0.9], [0.0, -0.1, 0.3], [0.2, 0.0, 0.0], [0.4, -0.2, 0.2], [-0.8, -0.9, -1.1], [0.7, -0.8, -1.1], [0.1, 0.9, 0.5], [0.5, 0.9, 0.0]]}

***

{"formula": "C3H3LiO3Zn", "method": "ωB97M-V/def2-TZVPD", "charge": 1, "molar_mass_g_mol": 159.385, "gap_ev": [8.247, 7.046], "lumo_energy_ev": [-4.18, -5.51], "de_lowest_ev": 1.904, "e_homo_ha": [-0.457, -0.461], "s_squared": 0.75, "multiplicity": 2, "species": ["C", "C", "O", "C", "O", "O", "Li", "H", "H", "H", "Zn"], "coordinates": [[-0.0498, -0.6573, 0.0279], [0.9478, -0.7923, 1.1096], [1.0409, 0.3421, 0.2729], [-1.2634, 0.9020, -1.2519], [-0.6739, 1.7734, -1.8071], [-2.2472, 0.6270, -0.6252], [-2.3540, -0.7109, 0.8093], [0.2099, -1.2806, -0.8381], [1.8299, -1.4311, 1.0023], [0.8059, -0.4428, 2.1372], [1.7538, 1.6705, -0.8371]], "forces_ev_per_angstrom": [[-0.5, -0.8, -0.1], [1.2, 0.0, 0.9], [0.1, 0.4, -0.5], [-2.4, 3.0, 2.0], [0.8, -2.7, 0.3], [0.0, -0.4, -1.5], [0.7, 0.4, -0.6], [0.5, 0.1, 0.3], [-0.4, -0.1, 0.0], [-0.5, -0.5, -0.2], [0.5, 0.7, -0.6]]}

***

{"formula": "C3H3LiO4Pr", "method": "ωB97M-V/def2-TZVPD", "charge": 2, "molar_mass_g_mol": 250.902, "gap_ev": [5.844, 6.514], "lumo_energy_ev": [-10.80, -10.06], "de_lowest_ev": 6.695, "e_homo_ha": [-0.611, -0.609], "s_squared": 3.78, "multiplicity": 4, "species": ["O", "O", "C", "C", "O", "O", "C", "H", "H", "H", "Li", "Pr"], "coordinates": [[-1.8648, -1.5247, 1.6396], [0.2879, -1.1586, -1.1129], [0.8755, -0.9478, -0.0025], [-1.2623, 0.2115, -0.4219], [0.7205, -1.7070, 0.9791], [1.4309, 0.2180, 0.1481], [-1.7326, -0.8821, 0.5079], [-1.7393, 0.3362, -1.4005], [-2.3344, -1.3913, -0.2728], [-2.2754, 0.3518, 0.7573], [3.0114, -1.0205, -0.0768], [0.2115, 2.0274, 0.1840]], "forces_ev_per_angstrom": [[1.6, 2.0, -2.4], [0.9, 0.9, -0.5], [-4.7, -4.9, 0.0], [0.7, 0.2, 3.8], [1.8, 1.1, -0.5], [2.0, 4.8, 0.7], [-2.4, -0.8, -0.2], [-0.6, -0.7, 0.4], [-0.4, -0.7, 0.5], [0.1, 0.1, -1.8], [0.3, -0.3, 0.2], [0.9, -1.7, -0.2]]}

***

{"formula": "C3H3LuO2", "method": "ωB97M-V/def2-TZVPD", "charge": 1, "molar_mass_g_mol": 246.022, "gap_ev": [5.813, 8.880], "lumo_energy_ev": [-5.16, -5.15], "de_lowest_ev": 1.444, "e_homo_ha": [-0.403, -0.516], "s_squared": 0.75, "multiplicity": 2, "species": ["O", "O", "C", "C", "C", "H", "H", "Lu", "H"], "coordinates": [[-0.4856, -1.1445, 0.5135], [-0.0803, 1.0301, 0.4390], [-1.3469, -0.5573, -0.3768], [-0.9371, 0.7049, -0.5883], [0.4210, -0.1720, 0.9495], [-2.2750, -1.0683, -0.6106], [3.2473, 0.2152, -0.4593], [2.8753, -0.5297, 1.2506], [-1.4188, 1.5217, -1.1176]], "forces_ev_per_angstrom": [[2.1, 2.2, 0.9], [2.9, -3.1, -0.4], [0.0, 0.4, -0.3], [-2.3, 0.3, 1.5], [-3.7, 0.6, -1.4], [0.6, -0.2, -0.4], [0.0, -0.2, 0.3], [0.0, 0.2, -0.2], [0.3, -0.2, 0.1]]}

***

{"formula": "C3H3LuO2", "method": "ωB97M-V/def2-TZVPD", "charge": 2, "molar_mass_g_mol": 246.022, "gap_ev": 6.365, "lumo_energy_ev": -11.63, "de_lowest_ev": 2.325, "e_homo_ha": -0.661, "multiplicity": 1, "species": ["C", "C", "H", "H", "H", "O", "C", "O", "Lu"], "coordinates": [[1.7497, 0.5824, 1.0699], [1.2510, -0.3218, 0.2097], [1.3759, 1.6127, 1.0946], [1.6560, -1.3391, 0.3305], [2.5190, 0.3302, 1.8112], [-1.8064, -0.2194, -0.5014], [-2.9443, -0.4335, -0.7463], [-3.9348, -0.3325, -1.3331], [0.1337, 0.1209, -1.9351]], "forces_ev_per_angstrom": [[-0.7, 0.6, -0.4], [0.3, 0.1, -1.7], [0.4, -0.2, 0.0], [-0.3, 0.1, -0.5], [-0.5, -0.1, -0.1], [1.8, -0.6, 0.2], [-2.3, 2.0, -3.3], [0.8, -1.3, 2.1], [0.5, -0.7, 3.8]]}

***

{"formula": "C3H3N2O3", "method": "ωB97M-V/def2-TZVPD", "charge": -1, "molar_mass_g_mol": 115.068, "gap_ev": 7.046, "lumo_energy_ev": 4.04, "de_lowest_ev": 2.582, "e_homo_ha": -0.110, "multiplicity": 1, "species": ["C", "C", "C", "N", "N", "O", "O", "O", "H", "H", "H"], "coordinates": [[1.1214, 1.1246, -0.0938], [-0.1005, 1.5459, 0.0454], [-1.1579, 2.3721, 0.3788], [-1.7119, -0.9880, 0.9332], [-1.1538, -0.8812, -0.0200], [-2.0361, 1.5605, 1.4166], [-1.6543, 3.3902, -0.0211], [1.8315, 0.2702, -0.9208], [1.9412, 1.4764, 0.6622], [-1.2948, 1.0409, 1.7760], [1.1322, 0.1490, -1.6133]], "forces_ev_per_angstrom": [[2.3, 2.3, 4.0], [0.0, 0.5, -1.7], [-0.8, -2.9, 1.1], [1.3, -0.2, -2.3], [-1.5, -0.8, 2.1], [1.8, 1.4, -0.7], [0.0, 0.9, -0.3], [-2.3, -0.3, -1.7], [-1.1, -0.4, -1.0], [-0.7, 0.1, 0.2], [1.0, -0.5, 0.2]]}

***

{"formula": "C3H3N2O8", "method": "ωB97M-V/def2-TZVPD", "charge": -1, "molar_mass_g_mol": 195.063, "gap_ev": [5.942, 7.848], "lumo_energy_ev": [3.58, 1.72], "e_homo_ha": [-0.087, -0.225], "s_squared": 2.01, "multiplicity": 3, "species": ["C", "C", "C", "N", "N", "O", "O", "O", "O", "O", "O", "O", "O", "H", "H", "H"], "coordinates": [[0.4533, -1.2231, -1.1191], [1.2335, -0.0047, -0.4293], [-0.4376, 0.1034, 0.9666], [-1.6539, 0.1044, 0.0955], [0.0740, 1.4360, 1.2887], [0.1725, -2.3220, -0.4301], [0.0476, -0.9619, -2.2408], [-1.7568, 0.7604, -0.9135], [-2.5569, -0.5251, 0.5445], [0.6917, 1.5157, 2.3285], [-0.2620, 2.3879, 0.5851], [1.4021, 0.9914, -1.3478], [-0.2957, -0.8446, 1.7216], [2.0364, -0.0917, 0.3332], [0.6197, 0.8724, -1.8901], [0.2321, -2.1986, 0.5072]], "forces_ev_per_angstrom": [[1.2, 2.9, 0.3], [1.4, -2.4, -3.0], [-1.5, 1.8, 1.5], [1.2, 1.4, 0.2], [-2.4, -1.0, -0.7], [-0.1, -0.6, -2.1], [0.3, -1.4, 0.7], [0.7, 0.8, -1.1], [-2.2, -2.0, 1.2], [1.4, 0.1, 1.5], [0.1, 0.7, -0.4], [0.3, -0.7, 1.9], [0.8, -0.4, 0.0], [-0.8, 0.0, -0.6], [-0.6, 0.1, -0.9], [0.1, 0.6, 1.4]]}

***

{"formula": "C3H3N2OS", "method": "ωB97M-V/def2-TZVPD", "charge": 1, "molar_mass_g_mol": 115.137, "gap_ev": [5.496, 7.861], "lumo_energy_ev": [-7.24, -7.41], "de_lowest_ev": 0.444, "e_homo_ha": [-0.468, -0.561], "s_squared": 2.02, "multiplicity": 3, "species": ["C", "C", "C", "N", "N", "O", "S", "H", "H", "H"], "coordinates": [[-0.4835, 0.2082, -0.8810], [-1.2782, -1.3508, -2.6195], [-0.0524, -0.3943, 0.3684], [-0.9097, -0.4418, -1.8966], [-1.2575, -1.0624, 1.0613], [-1.4775, -0.7262, 2.1533], [-1.8371, -2.3422, -3.6478], [-0.5375, 1.2913, -0.9527], [0.5892, -1.2712, 0.2163], [0.4073, 0.3365, 1.0384]], "forces_ev_per_angstrom": [[-1.0, 0.5, -0.4], [-0.5, -0.6, -0.9], [1.1, -1.6, 0.5], [0.3, 0.2, 0.3], [0.7, 0.4, -2.5], [-1.0, 0.5, 2.6], [0.3, 0.3, 0.5], [0.0, 0.1, 0.0], [0.3, 0.5, -0.2], [-0.2, -0.2, 0.0]]}

***

{"formula": "C3H3N2S", "method": "ωB97M-V/def2-TZVPD", "charge": 1, "molar_mass_g_mol": 99.138, "gap_ev": [6.685, 6.687], "lumo_energy_ev": [-7.64, -7.64], "de_lowest_ev": 4.876, "e_homo_ha": [-0.526, -0.526], "multiplicity": 1, "species": ["C", "C", "C", "N", "N", "S", "H", "H", "H"], "coordinates": [[-0.9130, -0.3016, 0.1693], [0.3380, 0.9508, -1.1121], [1.0500, -0.9277, -0.4858], [-0.7463, 0.8722, -0.5797], [0.1214, -1.3747, 0.1572], [-1.6126, 0.5835, 1.5629], [1.2710, 1.4890, -1.5581], [2.0405, -1.1318, -0.8613], [-1.5489, -0.1598, 2.7077]], "forces_ev_per_angstrom": [[1.0, 2.3, 4.5], [5.5, -3.0, -0.7], [0.4, 3.6, -3.1], [-1.8, 0.7, -1.5], [-2.6, -0.3, 1.0], [0.0, -1.7, -1.0], [-2.7, -0.1, 0.8], [0.2, -0.7, 0.7], [0.1, -0.6, -0.7]]}

***

{"formula": "C3H3N3", "method": "ωB97M-V/def2-TZVPD", "charge": 0, "molar_mass_g_mol": 81.078, "gap_ev": 8.778, "lumo_energy_ev": -0.07, "de_lowest_ev": 1.766, "e_homo_ha": -0.325, "multiplicity": 1, "species": ["C", "C", "C", "N", "N", "N", "H", "H", "H"], "coordinates": [[1.1373, 0.1042, 0.2103], [0.0794, -0.5649, 0.0045], [2.3376, 0.6266, 0.1689], [-3.8679, 0.3249, 0.2076], [-2.9915, 0.5480, -0.4191], [-1.0545, -1.0274, 0.0889], [3.0732, 0.3362, -0.5666], [2.6491, 1.3767, 0.8840], [-1.3629, -1.7243, -0.5786]], "forces_ev_per_angstrom": [[1.0, 0.3, -0.2], [-0.8, -0.4, 0.2], [-0.1, 0.1, 0.2], [1.3, 0.4, -0.9], [-1.7, 0.0, 0.8], [0.1, -0.3, 0.3], [0.1, -0.1, -0.2], [0.0, 0.1, 0.1], [0.3, -0.1, -0.2]]}

***

{"formula": "C3H3N3", "method": "ωB97M-V/def2-TZVPD", "charge": 0, "molar_mass_g_mol": 81.078, "gap_ev": 8.969, "lumo_energy_ev": -1.34, "de_lowest_ev": 3.115, "e_homo_ha": -0.379, "multiplicity": 1, "species": ["C", "C", "C", "H", "H", "H", "N", "N", "N"], "coordinates": [[-0.7152, -0.0734, 0.1377], [0.1752, 1.1591, 0.1152], [1.3513, -0.6853, -0.1236], [-2.5745, -0.8058, -0.1818], [-0.2887, 2.1021, 0.3300], [2.3384, -1.2911, 0.1841], [-2.0164, -0.0155, -0.2268], [1.4221, 0.7911, -0.2749], [0.3077, -1.1813, 0.0401]], "forces_ev_per_angstrom": [[-2.7, -0.5, -3.2], [2.8, -2.7, -1.7], [9.2, 3.0, 0.4], [-0.6, -2.6, -0.5], [0.6, 0.7, -0.4], [-1.9, 1.6, -1.6], [6.2, 2.6, 2.9], [-3.7, 1.4, 2.2], [-9.9, -3.6, 1.9]]}

***

{"formula": "C3H3N3", "method": "ωB97M-V/def2-TZVPD", "charge": 0, "molar_mass_g_mol": 81.078, "gap_ev": 8.049, "lumo_energy_ev": -2.02, "de_lowest_ev": 3.054, "e_homo_ha": -0.370, "multiplicity": 1, "species": ["N", "C", "C", "N", "C", "N", "H", "H", "H"], "coordinates": [[-0.4278, -0.5695, -0.3990], [0.6500, -0.3560, 0.2436], [1.8467, -1.0482, 0.0015], [2.8312, -1.6124, -0.1891], [-1.5966, 2.5793, 0.4375], [-2.0873, 1.5412, 0.1884], [-1.4681, 0.3389, -0.1672], [-0.4152, -1.2289, -1.1758], [0.6669, 0.3557, 1.0600]], "forces_ev_per_angstrom": [[-0.5, 1.0, 0.3], [-1.6, 0.2, 0.0], [1.5, -0.9, -0.4], [-0.3, 0.2, 0.1], [-0.3, -0.2, 0.0], [1.5, -2.1, -0.6], [-0.3, 1.6, 0.6], [0.2, 0.0, 0.2], [-0.3, 0.3, 0.0]]}